{"formula": "C51H123N6O15", "method": "wB97M-V/def2-TZVPD", "homo_lumo_gap_ev": [2.565, 6.273], "spin_multiplicity": 2, "s_squared": 0.75, "charge": 2, "largest_force_ha_per_bohr": 0.1275, "relative_energy_kcal_mol": 0.0, "species": ["C", "C", "N", "C", "C", "C", "C", "C", "O", "C", "H", "H", "H", "H", "H", "H", "H", "H", "H", "H", "H", "H", "H", "H", "H", "H", "H", "H", "H", "H", "C", "C", "N", "C", "C", "C", "C", "C", "O", "C", "H", "H", "H", "H", "H", "H", "H", "H", "H", "H", "H", "H", "H", "H", "H", "H", "H", "H", "H", "H", "C", "C", "N", "C", "C", "C", "C", "C", "O", "C", "H", "H", "H", "H", "H", "H", "H", "H", "H", "H", "H", "H", "H", "H", "H", "H", "H", "H", "H", "H", "C", "C", "N", "C", "C", "C", "C", "C", "O", "C", "H", "H", "H", "H", "H", "H", "H", "H", "H", "H", "H", "H", "H", "H", "H", "H", "H", "H", "H", "H", "C", "C", "N", "C", "C", "C", "C", "C", "O", "C", "H", "H", "H", "H", "H", "H", "H", "H", "H", "H", "H", "H", "H", "H", "H", "H", "H", "H", "H", "H", "C", "C", "N", "C", "C", "C", "C", "C", "O", "C", "H", "H", "H", "H", "H", "H", "H", "H", "H", "H", "H", "H", "H", "H", "H", "H", "H", "H", "H", "H", "O", "C", "O", "O", "H", "O", "C", "O", "O", "H", "O", "C", "O", "O", "H"], "coordinates": [[-0.3122, -1.3063, -5.4798], [-0.4917, -2.8437, -5.1230], [0.5376, -3.3353, -4.0997], [0.4853, -4.8781, -3.9151], [2.0159, -3.0954, -4.7040], [2.3202, -3.4936, -6.1732], [0.4718, -2.6789, -2.6410], [-1.0465, -2.3643, -2.1289], [-1.9563, -3.4853, -2.2558], [-3.3510, -3.1225, -2.3415], [-0.3383, -0.6506, -4.6095], [-1.1755, -1.0167, -6.0790], [0.5634, -1.0786, -6.0877], [-0.3864, -3.5884, -5.9119], [-1.4635, -3.0790, -4.6889], [-0.4761, -5.1451, -3.4764], [1.3482, -5.2190, -3.3428], [0.4649, -5.3332, -4.9053], [2.6287, -3.6759, -4.0144], [2.2374, -2.0589, -4.4496], [1.8709, -2.7300, -6.8081], [1.8351, -4.4444, -6.3939], [3.3754, -3.4874, -6.4462], [1.0977, -1.7870, -2.6696], [1.0591, -3.2405, -1.9146], [-1.5078, -1.5430, -2.6774], [-0.9282, -1.9044, -1.1478], [-3.4982, -2.3711, -3.1174], [-3.8498, -2.7180, -1.4608], [-3.9782, -3.9638, -2.6362], [-0.0912, 3.9983, -3.8384], [1.1894, 3.6531, -3.0833], [2.1122, 4.9372, -2.8183], [1.4605, 5.8583, -1.7368], [3.4516, 4.3928, -2.3094], [3.4718, 4.0199, -0.8187], [2.3949, 5.8439, -4.0088], [3.2642, 5.1615, -5.0772], [2.7667, 3.9222, -5.4660], [3.6075, 3.2855, -6.5594], [-0.6884, 3.1076, -4.0336], [0.1171, 4.3165, -4.8599], [-0.8420, 4.6612, -3.4084], [1.7451, 2.9976, -3.7538], [1.0884, 3.1348, -2.1298], [0.9823, 5.2912, -0.9382], [0.7604, 6.6266, -2.0650], [2.2316, 6.4734, -1.2732], [4.1234, 5.2485, -2.3768], [3.7290, 3.5776, -2.9777], [2.9267, 3.1110, -0.5640], [3.2427, 4.7837, -0.0755], [4.4818, 3.7147, -0.5454], [2.8828, 6.7467, -3.6413], [1.4400, 6.1354, -4.4461], [4.2863, 4.9763, -4.7468], [3.3402, 5.7287, -6.0049], [3.4929, 2.2021, -6.5959], [4.6655, 3.3926, -6.3200], [3.3148, 3.8407, -7.4505], [7.5369, 0.4700, 3.5656], [6.2100, 0.3778, 4.4199], [4.8470, 0.5840, 3.6133], [4.8465, -0.3052, 2.2934], [3.6482, 0.2240, 4.5319], [3.6011, 0.7740, 5.9939], [4.6990, 2.1153, 3.1389], [3.3467, 2.4898, 2.5891], [2.3026, 2.4771, 3.4544], [0.9900, 2.6152, 2.8704], [8.3953, 0.8477, 4.1211], [7.5088, 1.2514, 2.8062], [7.7918, -0.4447, 3.0303], [6.1183, 1.1219, 5.2111], [6.2209, -0.5855, 4.9297], [3.9033, -0.2569, 1.7493], [4.8593, -1.3568, 2.5797], [5.6740, -0.0134, 1.6467], [3.7458, -0.8572, 4.6297], [2.6676, 0.3005, 4.0623], [2.6812, 0.5189, 6.5200], [3.5280, 1.8533, 5.8599], [4.4340, 0.5772, 6.6689], [5.6018, 2.2851, 2.5522], [4.8133, 2.7095, 4.0455], [3.1506, 1.8013, 1.7672], [3.4482, 3.4537, 2.0904], [0.8633, 3.3769, 2.1011], [0.3114, 2.7184, 3.7171], [0.6931, 1.6505, 2.4589], [-3.5604, 3.2488, 6.1695], [-4.2527, 2.6303, 4.9536], [-4.9487, 1.2213, 5.1555], [-4.1003, 0.2669, 6.1228], [-6.2912, 1.3784, 5.9609], [-7.3939, 2.0596, 5.0587], [-5.2753, 0.5228, 3.7570], [-4.1485, -0.2778, 3.1712], [-2.9346, 0.3894, 2.9712], [-1.8322, -0.4203, 2.6063], [-3.5566, 4.3326, 6.0536], [-2.5573, 2.9200, 6.4411], [-4.0743, 3.0954, 7.1184], [-3.5774, 2.3417, 4.1481], [-4.9312, 3.2843, 4.4059], [-4.6824, -0.6546, 6.1172], [-4.0341, 0.7475, 7.0989], [-3.1094, 0.1248, 5.6916], [-6.0557, 1.9913, 6.8309], [-6.5136, 0.3793, 6.3356], [-8.2958, 2.4212, 5.5526], [-7.7380, 1.2371, 4.4316], [-7.0392, 2.9429, 4.5277], [-5.6487, 1.4088, 3.2436], [-6.0724, -0.1786, 4.0035], [-4.3326, -0.6643, 2.1688], [-3.9656, -1.1405, 3.8119], [-1.5169, -1.0812, 3.4137], [-0.9653, 0.2279, 2.4779], [-2.1469, -1.0263, 1.7567], [-0.5646, -8.4541, -1.0578], [0.3629, -7.8290, -0.0028], [-0.3040, -6.6413, 0.8094], [-0.5257, -5.4782, -0.1274], [-1.7419, -6.9834, 1.3788], [-1.7538, -8.1978, 2.3674], [0.7075, -6.2988, 1.9147], [0.3159, -5.2478, 3.0361], [-0.0073, -3.9496, 2.6364], [1.1228, -3.1970, 2.1505], [-1.4338, -8.9572, -0.6341], [0.0339, -9.1451, -1.6515], [-0.8958, -7.9344, -1.9569], [1.3729, -7.5419, -0.2954], [0.4764, -8.5977, 0.7616], [-1.3396, -5.8372, -0.7574], [0.3237, -5.1708, -0.7374], [-0.7937, -4.5831, 0.4339], [-2.4576, -7.1008, 0.5651], [-1.9984, -6.1654, 2.0520], [-1.3244, -9.0726, 1.8790], [-2.7972, -8.5036, 2.4442], [-1.2900, -8.0013, 3.3340], [1.4936, -5.8618, 1.2990], [1.1031, -7.2492, 2.2731], [1.0993, -5.0823, 3.7757], [-0.5154, -5.6017, 3.6458], [1.9662, -3.1553, 2.8397], [0.9034, -2.1329, 2.0618], [1.4570, -3.6012, 1.1949], [-5.1663, 1.1584, -0.7625], [-3.9158, 1.8542, -0.0607], [-3.2857, 3.0599, -0.9266], [-1.9530, 3.3924, -0.2056], [-3.0069, 2.6249, -2.3749], [-2.2823, 1.2485, -2.5293], [-4.2830, 4.2801, -0.7766], [-3.8265, 5.6825, -1.2964], [-3.6213, 5.6198, -2.6397], [-2.7746, 6.7010, -3.1786], [-5.0022, 0.7352, -1.7534], [-5.9781, 1.8671, -0.9263], [-5.5409, 0.3433, -0.1433], [-3.0557, 1.1860, -0.0159], [-4.1972, 2.1185, 0.9586], [-1.3692, 2.4722, -0.2286], [-2.1592, 3.6618, 0.8303], [-1.4441, 4.1203, -0.8375], [-2.3272, 3.3633, -2.8003], [-3.9070, 2.7429, -2.9783], [-2.8092, 0.3664, -2.1655], [-1.2899, 1.2746, -2.0792], [-2.1789, 0.9939, -3.5841], [-4.4416, 4.4537, 0.2877], [-5.2604, 3.9376, -1.1166], [-2.9177, 5.9986, -0.7842], [-4.5921, 6.3738, -0.9441], [-3.2946, 7.6538, -3.2775], [-2.4818, 6.4022, -4.1851], [-1.8819, 6.9402, -2.6006], [4.1049, -3.6130, 0.0567], [3.8100, -4.7875, -0.4624], [4.2494, -5.7761, 0.0971], [3.0129, -4.8380, -1.3862], [3.6695, -3.1404, -0.6565], [2.1200, -0.6012, 0.1919], [1.1957, 0.2051, -0.3132], [0.1662, 0.4798, 0.3356], [1.3076, 0.6559, -1.4368], [2.6467, -0.8138, -0.5820], [3.6154, 0.8171, -2.8536], [4.1605, -0.3926, -2.7766], [3.6537, -1.3095, -2.0837], [5.2535, -0.6033, -3.3822], [2.8957, 0.6593, -2.2381]], "lowdin_charge": [-0.0260, -0.1217, -0.2000, 0.0175, -0.1118, -0.0373, 0.0042, -0.1318, -0.2206, -0.0864, 0.0614, 0.0770, 0.0684, 0.1167, 0.1067, 0.0853, 0.0928, 0.0891, 0.1173, 0.1124, 0.0600, 0.0696, 0.0975, 0.1009, 0.1008, 0.0779, 0.1170, 0.0779, 0.0787, 0.0901, -0.0556, -0.0890, -0.1976, 0.0107, -0.1340, -0.0665, -0.0742, -0.2352, -0.2315, 0.0163, 0.0739, 0.0848, 0.0493, 0.1135, 0.1089, 0.0889, 0.0914, 0.1000, 0.1304, 0.1283, 0.0702, 0.0691, 0.0918, 0.1402, 0.1278, 0.1195, 0.1340, 0.0940, 0.0901, 0.0916, -0.0519, -0.1046, -0.1846, 0.0603, -0.1561, -0.0512, -0.0329, -0.2684, -0.1896, -0.0472, 0.0846, 0.0623, 0.0854, 0.1073, 0.1260, 0.0721, 0.1090, 0.1061, 0.1137, 0.1206, 0.0859, 0.0679, 0.0753, 0.1244, 0.1282, 0.1173, 0.1247, 0.0863, 0.0872, 0.0566, -0.0838, -0.1728, -0.2079, 0.0393, -0.1397, -0.0729, -0.0757, -0.2409, -0.2302, -0.0808, 0.0764, 0.0774, 0.0676, 0.0835, 0.0604, 0.0950, 0.0938, 0.0945, 0.1112, 0.1145, 0.0836, 0.0643, 0.0489, 0.0870, 0.1258, 0.1234, 0.1194, 0.0855, 0.0615, 0.0905, -0.0611, -0.1023, -0.2253, -0.0039, -0.1186, -0.0486, -0.0383, -0.1880, -0.2064, -0.0587, 0.0776, 0.0916, 0.0730, 0.1411, 0.1086, 0.0868, 0.0911, 0.1001, 0.1200, 0.1128, 0.0683, 0.0865, 0.0805, 0.1188, 0.1358, 0.1303, 0.1123, 0.0920, 0.0749, 0.0799, -0.0709, -0.1198, -0.1941, 0.0079, -0.1365, -0.0595, -0.0916, -0.2672, -0.1778, -0.0509, 0.0599, 0.0573, 0.0624, 0.0960, 0.0734, 0.0713, 0.0623, 0.0819, 0.0697, 0.1316, 0.0523, 0.0636, 0.0773, 0.0545, 0.1141, 0.1033, 0.1301, 0.0920, 0.0869, 0.0695, 0.0784, -0.9742, -0.0229, -0.0511, 0.0555, 0.0818, -0.8813, -0.0591, -0.0199, 0.0494, 0.0579, -0.8451, -0.0575, -0.0524, 0.0228]}